# 1
Entry from the OMol25 dataset: a structure of composition C38H51BBrKN9O8P2S3 (ωB97M-V/def2-TZVPD).

Summary:
Energy above the lowest of the compared OMol25 structures with the same formula, charge and spin in kcal per mole: 0.0
Orbital gap in eV: 6.560
LUMO in hartree: 0.0484

ORCA input file:
```
! RIJCOSX wB97M-V def2-TZVPD def2/J DEFGRID3
* xyz -1 1
K -1.84614 -2.52407 -2.84058
C -2.58001 2.51758 2.73697
C -1.22657 1.85476 2.49892
C -0.44818 1.47655 3.56188
C 0.75183 0.76535 3.31095
N 1.15032 0.45412 2.11015
N 0.35564 0.76358 1.04836
B 0.88347 0.12722 -0.24853
N 2.01687 -0.83459 -0.02367
N 3.26746 -0.38515 0.06241
C 4.19924 -1.33275 0.14513
C 3.85572 -2.70969 0.11486
C 2.56294 -3.14985 0.02139
C 2.20466 -4.63820 0.01479
C 1.60100 -2.09318 -0.05433
S -0.08361 -1.98169 -0.17036
C 5.61095 -0.84513 0.22859
C 5.66439 0.68321 0.26189
C 6.34523 -1.40538 -1.01174
C 6.25588 -1.43613 1.50064
N 1.21584 1.05227 -1.40184
N 1.84710 2.17290 -0.89162
C 1.88189 3.22431 -1.65597
C 1.35170 3.19111 -2.98215
C 1.03932 1.99567 -3.57567
C 0.80069 2.04048 -5.08146
C 1.05750 0.80897 -2.74315
S 1.00350 -0.68859 -3.49798
C 2.43720 4.54298 -1.14313
C 2.60460 4.47156 0.37148
C 1.43256 5.67326 -1.51739
C 3.78431 4.80306 -1.86524
C -0.78598 1.50348 1.13936
S -1.74795 2.03694 -0.14381
C 1.66126 0.28756 4.41761
C 1.08542 0.77426 5.74371
C 1.71171 -1.23958 4.43646
C 3.06190 0.88791 4.26513
H -2.64860 2.88728 3.78148
H -2.70102 3.37307 2.04592
H -3.42579 1.84306 2.49907
H -0.70988 1.71060 4.57898
H 4.62240 -3.46388 0.14296
H 2.68421 -5.08573 -0.87821
H 2.58453 -5.12233 0.93795
H 1.10314 -4.79500 -0.12117
H 5.16916 1.05980 -0.63864
H 5.15188 1.06428 1.15832
H 6.71631 0.97805 0.31809
H 5.82087 -1.08258 -1.94380
H 7.39763 -1.03402 -1.07650
H 6.40690 -2.52009 -0.97415
H 5.63362 -1.22578 2.38450
H 6.34578 -2.54605 1.37567
H 7.26326 -1.00022 1.69021
H 1.39663 4.08378 -3.55233
H 1.37664 2.90212 -5.47584
H 1.18328 1.09376 -5.54923
H -0.26454 2.17993 -5.37488
H 1.61347 4.34346 0.80396
H 3.24343 3.64086 0.71667
H 2.98087 5.44032 0.79298
H 0.40039 5.46818 -1.14934
H 1.81744 6.59137 -1.04302
H 1.37423 5.86112 -2.61852
H 4.56473 4.04874 -1.58303
H 3.68266 4.88989 -2.98802
H 4.21832 5.78482 -1.53310
H 0.11067 0.29160 5.96424
H 1.75189 0.53121 6.59396
H 0.94873 1.90196 5.72735
H 0.69299 -1.64351 4.56368
H 2.18289 -1.66067 3.49253
H 2.34425 -1.54392 5.30901
H 3.07212 1.99399 4.40431
H 3.71759 0.43127 5.05240
H 3.51890 0.64807 3.28368
O -5.49887 -2.92806 -1.87372
P -4.89245 -4.06183 -2.89061
O -5.78278 -5.26693 -2.96200
O -4.37540 -3.32875 -4.12051
O -3.56782 -4.44671 -2.06141
P -2.56393 -5.55396 -1.47403
O -3.53065 -5.83836 -0.20375
O -2.22168 -6.72976 -2.36185
O -1.38150 -4.67347 -1.08671
H -6.19187 -3.30654 -1.26566
H -3.09292 -5.83759 0.69665
Br -2.83981 -1.93056 5.33242
C -3.40831 -2.31533 3.56004
C -4.34912 -3.31308 3.34603
C -4.77279 -3.53448 2.01809
C -4.18446 -2.75639 1.00252
N -3.24778 -1.82953 1.26165
C -2.83943 -1.63049 2.47777
H -4.67308 -3.91936 4.19100
H -5.48499 -4.33766 1.81865
H -4.49210 -2.84562 -0.05732
H -2.07544 -0.89024 2.64784
N -7.43299 2.08464 -4.51091
C -7.05865 2.07851 -3.19628
O -7.68635 2.65951 -2.29608
C -5.78500 1.30598 -2.95311
C -4.84777 0.98238 -3.93516
C -3.76888 0.17590 -3.58995
N -3.56859 -0.26136 -2.33987
C -4.42934 0.10363 -1.38402
C -5.56928 0.88013 -1.65086
H -8.34971 2.48693 -4.70341
H -6.97675 1.44618 -5.17130
H -4.93097 1.38596 -4.94863
H -3.05432 -0.14526 -4.31426
H -4.16174 -0.23938 -0.39794
H -6.23808 1.16706 -0.86351
*
```

# 2
Entry from the OMol25 dataset: a structure of composition C38H51BaBrNP3 (ωB97M-V/def2-TZVPD).

Summary:
Orbital gap in eV: 4.019
LUMO in hartree: -0.3124

ORCA input file:
```
! RIJCOSX wB97M-V def2-TZVPD def2/J DEFGRID3
* xyz 2 1
C -5.00205 -0.69370 -2.45361
C -4.28220 -1.57872 -3.28033
C -3.94431 -1.15458 -4.57884
C -4.06249 0.21039 -4.86157
N -4.53718 1.08976 -3.97618
C -5.05501 0.65307 -2.82592
C -3.72464 -2.77488 -2.71193
C -3.08465 -3.54217 -1.99856
C -2.07943 -4.00242 -1.05855
C -0.73992 -3.61217 -1.28248
C 0.22196 -3.73875 -0.24725
C -0.28918 -4.15431 0.95123
C -1.49385 -4.71939 1.19886
C -2.43359 -4.65148 0.13529
Ba -0.29217 -1.65014 1.77396
P -0.58474 1.85311 -1.11168
H -3.50828 -1.82916 -5.30750
H -5.40459 -1.01276 -1.49516
H -3.72039 0.60169 -5.82089
H -5.50113 1.39572 -2.15919
H -3.44201 -5.05486 0.25620
H -0.44667 -3.21454 -2.26186
H -1.74907 -5.17770 2.15707
H 1.27976 -3.49463 -0.40408
C 0.56388 3.31486 -0.97730
C 0.60600 4.36633 -2.07988
H 1.56008 2.84856 -0.88598
H 0.35116 3.79335 -0.00764
H 1.41442 5.07599 -1.86025
H 0.81513 3.93816 -3.06544
H -0.31606 4.95634 -2.13803
C -0.79831 1.60576 -2.94574
C -1.63617 2.58757 -3.75515
H -1.25284 0.60304 -3.01947
H 0.21530 1.52039 -3.37280
H -1.54645 2.33173 -4.82029
H -2.70597 2.51564 -3.51951
H -1.30637 3.62849 -3.65387
C -2.22981 2.53239 -0.58369
C -2.53277 4.00523 -0.82293
H -2.26161 2.32744 0.49985
H -3.00434 1.90022 -1.04541
H -3.49707 4.24863 -0.35815
H -1.78219 4.66568 -0.37502
H -2.62876 4.25161 -1.88693
Br 1.06104 -3.68435 3.15561
P 2.43525 -0.99692 -2.37397
C 3.19322 0.05010 -3.70725
C 4.71079 0.06207 -3.83834
H 2.83654 1.06802 -3.47642
H 2.72283 -0.23941 -4.65694
H 4.99325 0.78409 -4.61558
H 5.19818 0.37464 -2.90897
H 5.12289 -0.90634 -4.15196
C 3.84211 -1.28612 -1.17942
C 4.84882 -2.39632 -1.46047
H 3.32885 -1.49044 -0.22236
H 4.35720 -0.32046 -1.06029
H 5.56237 -2.43217 -0.62701
H 4.37359 -3.38356 -1.52077
H 5.44472 -2.22523 -2.36780
C 2.24632 -2.63517 -3.22269
C 3.20005 -2.99445 -4.35452
H 1.21680 -2.59997 -3.61539
H 2.25512 -3.41391 -2.44568
H 2.91250 -3.97555 -4.75021
H 3.14409 -2.28529 -5.18772
H 4.24261 -3.08347 -4.02665
C 1.71389 -1.34552 6.04747
P 0.86841 -0.49608 4.67755
C -0.88468 -0.39441 5.26060
C -1.80150 -1.36155 4.78568
C -3.16914 -1.19930 5.02191
C -3.62534 -0.11891 5.78537
C -2.71199 0.79657 6.32738
C -1.34065 0.63577 6.10073
C 1.42459 1.23180 4.87071
C 2.19554 1.71908 5.93993
C 2.66180 3.03805 5.91765
C 2.38393 3.86577 4.82271
C 1.58766 3.39256 3.76798
C 1.09508 2.09130 3.79798
H 1.70309 -2.42122 5.82995
H 1.18971 -1.13434 6.98730
H 2.75382 -1.00099 6.10049
H -1.42721 -2.27028 4.27906
H -3.88256 -1.92116 4.61575
H -4.69420 0.00542 5.97270
H -3.05905 1.64400 6.92872
H -0.62926 1.32766 6.56241
H 2.42562 1.08281 6.79395
H 3.24538 3.41950 6.75834
H 2.78085 4.88130 4.78784
H 1.34902 4.04170 2.92241
H 0.44664 1.73585 2.98882
*
```

# 3
Entry from the OMol25 dataset: a structure of composition C38H51BrCoNP3 (ωB97M-V/def2-TZVPD).

Summary:
Orbital gap (spin up / spin down) in eV: 4.344 / 6.027
LUMO (spin up / spin down) in hartree: -0.2265 / -0.2230

ORCA input file:
```
! RIJCOSX wB97M-V def2-TZVPD def2/J DEFGRID3
* xyz 2 4
C -5.49823 -3.88799 -1.30934
C -5.38490 -2.53662 -1.75954
C -6.31088 -2.13888 -2.76163
C -7.33217 -3.02385 -3.17050
N -7.45679 -4.26903 -2.67903
C -6.54825 -4.69693 -1.77694
C -4.40865 -1.58532 -1.32555
C -3.39241 -0.95563 -0.95207
C -2.04325 -0.92772 -0.35991
C -1.52743 -1.37790 0.87418
C -0.15690 -1.50805 1.06280
C 0.78456 -1.06284 0.10838
C 0.28625 -0.30383 -1.02423
C -1.05167 -0.63020 -1.39479
Co -2.48742 0.87512 -1.49823
P 0.06629 1.94768 2.07926
H -6.24452 -1.14903 -3.18548
H -4.79782 -4.30109 -0.57837
H -8.07420 -2.70091 -3.91776
H -6.68230 -5.73475 -1.41193
H -1.36049 -0.87491 -2.44546
H -2.16022 -1.70016 1.70615
H 0.99619 0.13798 -1.74119
H 0.16519 -2.00608 1.96604
C 0.93870 3.41447 2.79652
C 0.16755 4.59545 3.36683
H 1.57497 3.79076 1.98609
H 1.65789 3.07412 3.55915
H 0.85327 5.34757 3.78197
H -0.42826 5.11547 2.61799
H -0.51321 4.31848 4.17167
C -1.62057 2.29276 1.43254
C -2.81558 1.96799 2.31825
H -1.81201 1.75010 0.43904
H -1.70398 3.38461 1.28763
H -3.72398 2.36719 1.83741
H -2.98800 0.88772 2.37668
H -2.71763 2.43013 3.31518
C -0.19063 0.72350 3.42097
C -0.44403 1.35380 4.78298
H 0.69322 0.08328 3.45793
H -1.01845 0.06353 3.14778
H -0.66632 0.59624 5.54362
H 0.44052 1.90004 5.12132
H -1.29786 2.04006 4.79086
Br 1.91592 1.14659 0.99235
P 0.02379 2.79983 -2.65726
C 0.01779 3.70543 -1.05630
C 0.05829 5.23817 -1.24026
H 0.88319 3.31495 -0.47961
H -0.91121 3.47767 -0.50838
H -0.49951 5.70366 -0.41170
H 1.07882 5.65224 -1.25604
H -0.47045 5.45755 -2.18924
C 1.78586 2.28081 -2.73838
C 2.74280 2.77589 -3.87789
H 1.77456 1.18023 -2.80342
H 2.28108 2.55149 -1.77841
H 3.78489 2.47603 -3.65883
H 2.48578 2.35223 -4.85329
H 2.71816 3.86695 -3.98475
C -1.28700 1.82549 -3.52332
C -1.90221 2.72127 -4.63715
H -2.19604 1.19055 -3.00874
H -0.63892 1.07016 -3.99377
H -2.59830 2.14690 -5.24115
H -2.50243 3.54399 -4.23556
H -1.05964 3.13328 -5.25233
C 2.67825 -2.09963 -1.71749
P 2.37061 -1.94374 0.05277
C 2.02089 -3.60800 0.67565
C 1.04685 -4.36773 0.00106
C 0.46723 -5.46074 0.65432
C 0.86038 -5.79117 1.96069
C 1.89505 -5.10439 2.58075
C 2.47565 -4.01513 1.94535
C 3.99221 -1.42980 0.75196
C 4.20695 -1.22091 2.14254
C 5.49929 -1.02934 2.65720
C 6.58185 -1.02429 1.77572
C 6.38324 -1.09918 0.38949
C 5.08436 -1.24810 -0.12351
H 1.75188 -2.43205 -2.20639
H 3.48133 -2.82461 -1.91553
H 2.95998 -1.11137 -2.11680
H 0.74664 -4.07632 -1.01493
H -0.31402 -6.00807 0.12867
H 0.31925 -6.58455 2.49655
H 2.26180 -5.41099 3.57982
H 3.27622 -3.44629 2.43197
H 3.33764 -1.17011 2.79221
H 5.61985 -0.91686 3.74894
H 7.59848 -0.95236 2.17903
H 7.22898 -1.09764 -0.30853
H 4.91835 -1.22434 -1.20533
*
```

# 4
Entry from the OMol25 dataset: a structure of composition C38H51Cl3N2O3PPdSi (ωB97M-V/def2-TZVPD).

Summary:
Energy above the lowest of the compared OMol25 structures with the same formula, charge and spin in kcal per mole: 102.3
Orbital gap (spin up / spin down) in eV: 6.370 / 4.642
LUMO (spin up / spin down) in hartree: 0.0784 / 0.0149

ORCA input file:
```
! RIJCOSX wB97M-V def2-TZVPD def2/J DEFGRID3
* xyz -1 3
C 5.32108 3.21764 0.05251
C 3.83492 3.35223 0.35322
H 5.65431 4.13243 -0.49293
H 5.49899 2.26658 -0.48700
H 5.94713 3.21000 0.97589
C 3.41259 4.58145 0.72990
C 4.32398 5.76036 0.81321
H 2.43656 4.68533 1.21520
H 4.87988 5.95414 -0.13355
H 5.04902 5.59920 1.63779
H 3.69286 6.60548 1.11664
Pd 0.36146 -2.35429 0.72787
Cl 2.41251 -3.06132 -0.39954
Cl 0.74685 0.05348 -1.91542
H -2.80496 -5.45191 -1.38392
H -0.11597 -7.55697 -1.90366
C -2.20633 -5.38633 -2.29083
C -0.09806 -6.67589 -2.58879
N -0.78459 -5.52667 -2.01549
H -2.44246 -4.44319 -2.77578
C -0.12509 -4.71575 -1.17925
O -0.68275 -3.73465 -0.63738
H 0.96181 -6.38930 -2.72092
H 0.92372 -4.96555 -1.04226
H -2.50177 -6.18944 -2.97546
H -0.53505 -6.96908 -3.56135
H 1.89266 3.65012 -3.04767
H 1.45071 4.62980 -0.79632
C 0.95539 4.06700 -3.42547
C 0.54204 5.06434 -1.25200
N 0.04878 4.18596 -2.30833
H 0.52034 3.43599 -4.20122
C -1.16124 3.55867 -2.28895
O -1.62347 2.85923 -3.19610
H -0.23026 5.20565 -0.48800
H -1.69756 3.74119 -1.32543
H 1.18195 5.06543 -3.81460
H 0.81536 6.03627 -1.68700
O 2.71750 1.70754 -1.20953
C 2.88641 2.19052 0.14995
C 0.18351 2.41869 0.51649
C 1.48699 2.35200 1.02938
H 0.06463 2.23908 -0.55417
C -0.87425 2.78459 1.37459
H 3.33258 1.42258 0.80694
C 1.65886 2.47304 2.41620
H -1.85207 3.00979 0.94906
C -0.69850 2.83596 2.76437
C 0.57823 2.65752 3.28012
H 2.67743 2.42114 2.78896
H -1.54540 3.02629 3.43226
H 0.76255 2.67732 4.35356
Si 2.84438 0.41603 -2.46328
Cl 1.26886 -1.23956 2.31756
C 2.99318 1.49249 -4.03152
C 2.64223 -1.42857 -3.40530
C 4.62524 0.07056 -1.65367
H 2.15151 2.17990 -4.06888
H 2.99614 0.93041 -4.96809
H 3.90480 2.09458 -3.97830
H 4.85137 1.03761 -1.17184
H 5.44784 -0.22984 -2.35910
H 4.59281 -0.72798 -0.89386
H 2.25081 -2.17518 -2.70845
H 3.58501 -1.85466 -3.79487
H 1.93404 -1.45336 -4.24765
C -4.28220 -5.81299 0.98077
C -4.91915 -4.58131 0.77363
C -4.22161 -3.39078 1.02911
C -2.87468 -3.44109 1.42075
C -2.27535 -4.68307 1.68058
C -2.96679 -5.86515 1.44208
P -1.72254 -2.00402 1.54781
C -2.62032 -0.76600 0.56001
C -2.98766 -1.07570 -0.77050
C -3.80838 -0.20329 -1.49320
C -4.16856 1.02946 -0.93747
C -3.67734 1.41752 0.31632
C -2.87040 0.52951 1.03922
C -2.00495 -1.45211 3.30963
C -3.17980 -0.82711 3.77921
C -3.19082 -0.21015 5.05089
C -2.07052 -0.30297 5.88614
C -0.95659 -1.04979 5.49530
C -0.96542 -1.68924 4.24276
H -4.81947 -6.72092 0.72424
H -5.94201 -4.51356 0.39760
H -4.71080 -2.42070 0.87517
H -1.24769 -4.72533 2.04147
H -2.47537 -6.82910 1.59804
H -2.64549 -2.00147 -1.23778
H -4.17518 -0.46980 -2.49368
H -4.76588 1.75073 -1.49540
H -3.88089 2.41307 0.74429
H -2.43497 0.82390 1.99745
H -4.07680 -0.80411 3.15153
H -4.10934 0.28756 5.36333
H -2.09275 0.21088 6.85207
H -0.08931 -1.14138 6.16248
H -0.09300 -2.30763 4.00764
*
```